[1]
Molecular formula: C10H15IrN2O10PS2Se
Method: DFT, the ωB97M-V functional and the def2-TZVPD basis

Last column: Löwdin charge in e.
Positions of all 42 atoms, in Å:
Ir -0.5233 -0.0423 -0.5451  0.843
C -1.3606 -5.9718 1.8737  -0.071
C -2.2317 -4.7395 2.0269  -0.307
O -2.4379 -4.1615 0.7366  -0.376
P -2.5054 -2.5857 0.4632  0.496
S -2.5194 -0.5157 -1.4094  0.152
S -0.4811 -1.9433 0.7729  0.253
O -3.1819 -2.1870 1.8727  -0.391
C -3.4727 -0.8718 2.3224  -0.296
C -4.6558 -0.2634 1.5933  -0.091
H -1.2175 -6.4442 2.8424  0.075
H -0.3940 -5.6910 1.4658  0.079
H -1.8396 -6.6730 1.1960  0.074
H -1.7641 -4.0140 2.6957  0.104
H -3.2144 -5.0064 2.4264  0.118
H -2.5983 -0.2256 2.2162  0.075
H -3.7026 -0.9971 3.3853  0.121
H -4.3909 -0.0936 0.5528  0.005
H -4.9046 0.6888 2.0533  0.080
H -5.5165 -0.9266 1.6388  0.072
C -0.0001 2.0289 -3.7400  -0.003
C -0.2053 2.6226 -2.4026  -0.362
N -0.6348 2.0127 -1.3133  -0.012
C -0.7467 2.9481 -0.3260  -0.108
C -0.3892 4.1742 -0.8414  -0.060
N -0.0602 3.9325 -2.1500  0.198
C -0.3440 5.5517 -0.2980  -0.498
O -0.7003 5.7093 0.9538  0.119
O -0.0073 6.4670 -1.0193  0.081
C -1.2558 2.5476 1.0281  -0.562
O -1.4108 3.4232 1.8906  0.045
O -1.5333 1.3319 1.1613  -0.092
H 1.0323 2.1843 -4.0473  0.088
H -0.6645 2.5025 -4.4646  0.086
H -0.1986 0.9605 -3.6989  0.068
H 0.2792 4.6463 -2.7769  0.179
H -0.9862 4.8349 1.4132  0.073
O 3.5163 -0.2866 -1.0602  -0.431
Se 2.1637 0.5048 -1.2146  0.707
O 1.3202 0.5697 0.2154  -0.582
O 1.0734 -0.3436 -2.1503  -0.521
O 2.3709 1.9587 -1.8164  -0.430

## Properties
charge	-1
highest occupied orbital energy (spin up / spin down)	-5.93 / -6.03	eV
E	-133215.63177	eV
relative energy (zero: lowest compared OMol25 entry of this formula, charge and spin)	3.942	eV
LUMO energy (spin up / spin down)	0.260 / 0.187	eV
HOMO-LUMO gap (spin up / spin down)	6.19 / 6.21	eV

***

[2]
Molecular formula: C99H167N7O43
Method: DFT, the ωB97M-V functional and the def2-TZVPD basis

Last column: Löwdin charge in e.
Positions of all 316 atoms, in Å:
O 2.9991 2.8606 3.0762  0.262
H 2.6652 2.3334 2.3467  0.077
H 2.4572 2.5270 3.7950  0.092
H 3.9155 2.6791 3.2974  0.092
O 5.0998 -1.4547 0.9569  0.197
H 4.7371 -1.9252 0.2028  0.069
H 4.5314 -0.7823 1.3395  0.056
H 6.0050 -1.1447 0.8797  0.035
C -0.4990 0.2597 1.2461  0.035
C -0.5942 -1.1008 1.0431  -0.315
C 0.6308 -2.0034 0.8807  -0.323
O 0.6160 -3.2568 0.5603  -0.033
C 1.9131 -1.5282 1.1229  -0.001
C 2.1649 -0.1317 1.3891  -0.312
C 0.9096 0.8268 1.3641  -0.230
O 1.1115 2.0515 1.4247  -0.033
O 3.2741 0.3132 1.6745  -0.025
O -1.8518 -1.4603 0.9397  -0.069
H -1.3113 0.9708 1.2747  0.077
H 2.7963 -2.1181 0.9276  0.093
C 0.2669 1.8707 4.7827  -0.093
O 1.4876 1.2711 4.5981  -0.218
C 2.1245 0.5280 5.6304  -0.167
C 3.5711 0.1807 5.3046  -0.179
N 4.3175 1.4326 5.1016  -0.066
C 5.6547 1.2405 4.6479  -0.193
C 6.3910 2.5729 4.3939  -0.176
O 5.8218 3.0662 3.1829  -0.235
C 6.4728 4.2534 2.7141  -0.074
H -0.4148 1.1537 5.2402  0.092
H -0.1036 2.3583 3.8810  0.099
H 0.4029 2.6318 5.5511  0.109
H 1.5030 -0.3320 5.8798  0.118
H 2.2317 1.0876 6.5596  0.128
H 3.5484 -0.4277 4.4005  0.102
H 3.8523 -0.5515 6.0614  0.118
H 4.2662 1.8944 5.9983  0.129
H 5.5951 0.5616 3.7972  0.123
H 6.1416 0.7451 5.4879  0.123
H 7.4690 2.4126 4.4124  0.124
H 6.1659 3.2988 5.1753  0.130
H 7.5477 4.1707 2.8748  0.089
H 6.0707 5.1178 3.2426  0.080
H 6.3737 4.5085 1.6591  0.092
C 4.3023 0.6080 -4.2812  -0.071
O 4.8561 -0.0741 -3.1483  -0.195
C 3.9457 -0.3043 -2.0925  -0.210
C 3.5577 -1.7629 -2.1354  -0.160
N 4.7155 -2.4679 -1.5759  -0.053
C 4.5530 -3.9060 -1.6953  -0.163
C 5.1340 -4.3876 -3.0524  -0.229
O 6.5115 -4.3448 -3.0384  -0.189
C 7.1556 -4.6184 -4.2497  -0.100
H 3.4165 0.0650 -4.6108  0.082
H 4.9949 0.7251 -5.1147  0.088
H 4.1600 1.6613 -4.0395  0.076
H 3.0679 0.3189 -2.2633  0.118
H 4.3936 0.0059 -1.1484  0.110
H 3.4093 -2.0737 -3.1696  0.121
H 2.6848 -1.9965 -1.5258  0.114
H 5.5339 -2.3207 -2.1492  0.110
H 3.5393 -4.2899 -1.5801  0.102
H 4.9970 -4.4657 -0.8720  0.109
H 4.7180 -3.9152 -3.9423  0.124
H 4.7886 -5.3975 -3.2735  0.112
H 8.1317 -5.0138 -3.9685  0.090
H 7.1764 -3.7882 -4.9557  0.094
H 6.7194 -5.5214 -4.6769  0.088
C -9.9421 -7.6245 -3.1289  -0.194
O -9.3085 -6.6627 -2.5024  -0.186
C -7.8751 -6.5332 -2.7251  -0.174
C -7.5278 -5.0730 -3.0031  -0.192
N -8.1049 -4.2072 -1.9925  -0.035
C -7.3261 -4.0534 -0.7939  -0.219
C -7.3366 -2.6093 -0.3613  -0.200
O -8.6080 -2.2228 0.2535  -0.199
C -8.8414 -2.7999 1.5818  -0.069
H -10.2796 -7.1893 -4.0695  0.094
H -10.7609 -7.9550 -2.4898  0.092
H -9.3144 -8.5033 -3.2768  0.087
H -7.4206 -7.1423 -3.5065  0.119
H -7.4064 -6.8662 -1.7990  0.100
H -8.0305 -4.7706 -3.9218  0.114
H -6.4544 -5.0971 -3.1911  0.116
H -9.0421 -4.5211 -1.7850  0.110
H -6.2479 -4.1978 -0.8617  0.104
H -7.7946 -4.6923 -0.0453  0.118
H -6.9963 -1.9443 -1.1551  0.120
H -6.5532 -2.5189 0.3912  0.094
H -9.6553 -2.2191 2.0157  0.084
H -7.9318 -2.5626 2.1336  0.065
H -9.1797 -3.8305 1.6893  0.080
C -3.2136 -6.2982 -9.4993  -0.107
O -2.7609 -5.7108 -8.3022  -0.184
C -1.9469 -4.5920 -8.3851  -0.262
C -1.6877 -3.8476 -7.1192  -0.239
N -2.8239 -3.0921 -6.7382  -0.023
C -2.6743 -2.1692 -5.6550  -0.221
C -3.9721 -1.6598 -5.1192  -0.178
O -4.4888 -2.6494 -4.2116  -0.205
C -3.9300 -2.7589 -2.9504  -0.110
H -3.7019 -5.5632 -10.1391  0.088
H -3.9482 -7.0830 -9.3190  0.084
H -2.4126 -6.8487 -9.9928  0.083
H -2.3582 -3.9303 -9.1474  0.124
H -1.0043 -4.9608 -8.7896  0.120
H -0.7573 -3.3016 -7.2752  0.114
H -1.3312 -4.5654 -6.3804  0.123
H -3.5527 -3.7893 -6.6847  0.127
H -2.1832 -1.2501 -5.9748  0.119
H -2.1462 -2.4682 -4.7495  0.103
H -4.7086 -1.6527 -5.9227  0.123
H -3.9648 -0.6722 -4.6579  0.125
H -3.5885 -3.7738 -3.1538  0.084
H -4.6689 -2.9669 -2.1765  0.075
H -3.0832 -2.1271 -2.6822  0.085
C -5.6728 11.6123 3.2210  -0.136
O -6.1240 11.9120 1.9270  -0.189
C -7.5111 11.5683 1.6449  -0.183
C -7.7982 10.0368 1.6003  -0.216
N -6.8212 9.1515 0.9215  -0.040
C -7.1562 7.7145 1.0702  -0.215
C -6.0649 6.8451 0.5166  -0.250
O -4.8276 6.9207 1.2311  -0.178
C -3.8077 6.1359 0.4959  -0.066
H -6.3560 11.9509 4.0000  0.082
H -4.6928 12.0771 3.3291  0.089
H -5.5787 10.5612 3.4937  0.078
H -7.7695 12.0437 0.6987  0.111
H -8.2450 12.0804 2.2670  0.111
H -8.7004 10.0154 0.9890  0.107
H -8.1923 9.7710 2.5812  0.103
H -5.8925 9.3004 1.2895  0.093
H -8.0524 7.5309 0.4776  0.120
H -7.3490 7.4923 2.1197  0.116
H -5.9694 7.1643 -0.5213  0.122
H -6.4265 5.8186 0.5776  0.120
H -3.9381 5.0575 0.5865  0.082
H -2.8788 6.4233 0.9885  0.067
H -3.6757 6.4838 -0.5286  0.083
C 6.2392 -5.7136 4.3009  -0.118
O 6.9388 -5.1617 3.2310  -0.161
C 6.6869 -3.7379 3.1483  -0.198
C 7.6813 -3.0107 2.2658  -0.205
N 7.3227 -3.0015 0.8524  -0.057
C 8.3868 -2.2915 0.1000  -0.157
C 8.4990 -0.7292 0.2491  -0.100
O 7.1738 -0.1836 0.6486  -0.275
C 7.0047 1.2495 0.7387  -0.031
H 6.8791 -5.5704 5.1716  0.093
H 5.9834 -6.7615 4.1440  0.099
H 5.2849 -5.2227 4.4914  0.063
H 6.7729 -3.2732 4.1305  0.123
H 5.7036 -3.4724 2.7602  0.096
H 8.6767 -3.4287 2.4163  0.129
H 7.5818 -1.9684 2.5689  0.114
H 7.2709 -3.9796 0.6060  0.121
H 8.2651 -2.5278 -0.9570  0.109
H 9.3369 -2.7663 0.3450  0.111
H 8.9774 -0.1808 -0.5624  0.124
H 9.1212 -0.5180 1.1188  0.111
H 7.6349 1.7008 1.5051  0.089
H 5.9492 1.4868 0.8721  0.090
H 7.3514 1.4989 -0.2641  0.096
C 7.3478 7.5312 -4.2093  -0.104
O 6.3928 7.5167 -5.2627  -0.191
C 5.3906 8.5320 -5.1385  -0.247
C 4.3388 8.3743 -4.1379  -0.241
N 3.8775 6.9939 -4.1931  -0.045
C 2.8897 6.8005 -3.1511  -0.176
C 3.0401 5.3405 -2.5497  -0.167
O 4.4164 5.0827 -2.2020  -0.222
C 4.5456 3.8238 -1.5269  -0.083
H 7.9959 6.6548 -4.2055  0.087
H 6.7677 7.4663 -3.2888  0.074
H 7.9329 8.4507 -4.1929  0.084
H 4.8588 8.5236 -6.0900  0.126
H 5.9641 9.4548 -5.0507  0.122
H 3.6551 9.2119 -4.2764  0.136
H 4.8346 8.5383 -3.1812  0.108
H 4.5462 6.2710 -3.9690  0.093
H 1.9616 6.9811 -3.6935  0.106
H 3.0582 7.4461 -2.2892  0.113
H 2.7114 4.5163 -3.1828  0.114
H 2.5546 5.2971 -1.5748  0.104
H 4.2735 4.0679 -0.5000  0.080
H 5.5660 3.4418 -1.5573  0.082
H 3.8556 3.0853 -1.9352  0.072
C -0.8966 5.9091 -2.1100  0.008
C -0.7566 5.5934 -0.7841  -0.041
C -0.3292 4.3834 -0.4092  -0.357
C 0.0185 3.4603 -1.3598  -0.019
C -0.1701 3.6943 -2.6994  -0.007
C -0.4945 4.9870 -3.1088  -0.340
O -0.6921 5.3746 -4.3763  0.058
O -0.0864 4.2424 0.9056  0.013
H -1.2802 6.8655 -2.4332  0.122
H -1.0095 6.3278 -0.0337  0.115
H 0.4073 2.5319 -0.9684  0.109
H 0.0111 2.9048 -3.4138  0.105
H -0.3467 6.2702 -4.3874  0.095
H 0.3110 3.3975 1.1285  0.031
C 3.0754 -3.6095 4.0301  -0.002
C 3.1838 -4.7168 3.1009  0.002
C 2.9530 -6.0129 3.5264  -0.381
C 2.3718 -6.2569 4.7227  0.019
C 2.2039 -5.1459 5.6160  -0.006
C 2.6716 -3.8907 5.2962  -0.369
O 2.6637 -2.9324 6.2914  0.016
O 3.1738 -7.0901 2.7353  0.052
H 3.4407 -2.6424 3.7177  0.098
H 3.6841 -4.5862 2.1527  0.107
H 2.1307 -7.2257 5.1344  0.125
H 1.7580 -5.3355 6.5812  0.117
H 2.6417 -3.3230 7.1681  0.108
H 2.7478 -6.9720 1.8832  0.084
C -4.9766 -5.7221 1.3863  -0.023
C -3.9581 -4.8808 1.0856  -0.032
C -3.1917 -4.9717 -0.0614  -0.282
C -3.5723 -5.9403 -1.0108  -0.004
C -4.6645 -6.8162 -0.7433  -0.015
C -5.3430 -6.7068 0.4661  -0.348
O -6.3536 -7.5627 0.7713  0.044
O -2.2020 -4.0191 -0.3039  0.003
H -5.6484 -5.4838 2.1977  0.123
H -3.7866 -4.0905 1.8014  0.099
H -3.0730 -5.9744 -1.9678  0.104
H -5.0850 -7.4151 -1.5376  0.106
H -6.7326 -7.3695 1.6318  0.104
H -1.9299 -3.4137 0.3897  0.036
C 3.4051 7.5591 3.8856  -0.032
C 3.3537 6.6047 2.9180  -0.029
C 2.0766 6.2851 2.3973  -0.290
C 0.8789 6.7914 2.9532  -0.015
C 0.9643 7.7159 3.9428  -0.022
C 2.2300 8.2196 4.3147  -0.286
O 2.3290 9.2593 5.2273  0.023
O 2.1319 5.4123 1.3438  0.018
H 4.3362 8.0011 4.2084  0.113
H 4.2712 6.2355 2.4842  0.094
H 0.0086 6.2577 2.6008  0.110
H 0.0133 7.9710 4.3866  0.119
H 1.4720 9.6779 5.3369  0.096
H 1.2134 5.4027 1.0648  0.038
C -3.8968 2.3935 -1.6816  0.001
C -3.5189 1.6717 -0.5915  -0.013
C -4.5188 1.0892 0.1796  -0.359
C -5.8276 1.1558 -0.1825  0.000
C -6.2337 1.9425 -1.2684  -0.011
C -5.2559 2.6039 -1.9421  -0.321
O -5.6868 3.3703 -2.9994  0.027
O -4.0771 0.3213 1.1775  0.020
H -3.1209 2.8938 -2.2420  0.111
H -2.4781 1.6531 -0.3037  0.097
H -6.5238 0.5907 0.4193  0.119
H -7.2405 2.2571 -1.5006  0.120
H -6.6218 3.4572 -3.1987  0.100
H -3.2235 -0.1011 1.0572  0.049
C 3.7125 -8.3794 -2.1830  -0.002
C 3.8026 -7.2465 -1.2936  0.009
C 2.6410 -6.5173 -0.8458  -0.352
C 1.4449 -6.7628 -1.4451  -0.007
C 1.4451 -7.6746 -2.5245  0.014
C 2.5336 -8.5233 -2.8575  -0.342
O 2.4183 -9.5623 -3.7321  0.046
O 2.7414 -5.6647 0.2072  0.000
H 4.5853 -8.9983 -2.3301  0.115
H 4.6994 -7.1199 -0.7053  0.108
H 0.5523 -6.2808 -1.0744  0.123
H 0.5017 -7.9406 -2.9779  0.109
H 1.5056 -9.7931 -3.9202  0.104
H 1.9725 -5.0920 0.1576  0.079
C 0.5886 -1.3242 -5.1404  -0.078
C 0.6813 -2.5727 -4.6098  -0.018
C 0.2874 -2.7618 -3.2737  -0.346
C -0.2998 -1.7402 -2.5799  -0.008
C -0.3716 -0.4208 -3.1489  0.040
C 0.0415 -0.2689 -4.4672  -0.379
O -0.1567 0.8859 -5.1242  0.050
O 0.2773 -3.9708 -2.6754  0.052
H 0.8517 -1.1225 -6.1683  0.123
H 1.0892 -3.2761 -5.3207  0.119
H -0.5800 -1.9296 -1.5542  0.097
H -0.7723 0.3825 -2.5484  0.105
H 0.3474 0.9357 -5.9398  0.107
H -0.0468 -3.7562 -1.7976  0.057
C -0.6708 -3.7286 3.9011  -0.103
C -0.5293 -2.5562 4.8062  -0.143
O -1.7913 -2.4808 5.3935  0.040
C -2.4417 -3.7077 5.2915  -0.451
O -3.6215 -3.9347 5.6242  0.121
O -1.7472 -4.5037 4.4366  0.069
H 0.1514 -4.4354 3.7894  0.122
H -0.9179 -3.4664 2.8723  0.115
H -0.4055 -1.6306 4.2440  0.127
H 0.3633 -2.5597 5.4317  0.107
C -3.3659 3.0594 3.0520  -0.053
C -3.1765 2.4326 4.4489  -0.069
O -3.0486 3.6679 5.1594  0.086
C -2.7471 4.6998 4.5140  -0.648
O -2.4041 5.7105 5.1200  0.115
O -2.8328 4.4106 3.2242  0.062
H -4.4057 3.1098 2.7291  0.142
H -2.6598 2.5452 2.4000  0.109
H -2.3477 1.7249 4.4704  0.101
H -4.0190 1.9503 4.9446  0.121
C -4.7269 -0.8508 4.3270  -0.081
C -4.8785 -1.8208 3.1902  -0.140
O -5.8169 -2.7278 3.6398  0.065
C -6.4938 -2.2251 4.6487  -0.624
O -7.5483 -2.6147 5.1274  0.125
O -5.9044 -1.1557 5.0428  0.100
H -4.7923 0.2298 4.1998  0.110
H -3.8177 -1.0423 4.8969  0.120
H -3.9627 -2.3892 3.0281  0.113
H -5.2047 -1.4199 2.2305  0.115

## Properties
charge	0
highest occupied orbital energy	-7.43	eV
E	-203825.04586	eV
LUMO energy	-1.002	eV
HOMO-LUMO gap	6.43	eV